Record 1
The following is a quantum chemistry calculation of 2 unconnected molecules or ions with the total composition C15H17N3O5S, from the Open Molecules 2025 dataset.

```
41
Properties=species:S:1:pos:R:3:forces:R:3
C 6.272716 -0.619004 -0.433353 -4.703 1.890 4.063
C 5.235751 -0.016180 -1.320830 -2.636 1.220 -1.132
H 5.516037 1.081662 -1.701142 -0.782 -2.360 0.859
H 4.858703 -0.674376 -2.186855 1.853 0.892 0.743
O 3.919365 -0.080536 -0.678193 -0.200 3.939 2.911
C 3.724225 1.068252 0.319601 0.950 -3.234 -3.187
O 4.480618 1.926980 0.508309 3.130 1.721 -0.355
C 2.470131 1.119820 0.967380 -1.585 -2.341 5.275
C 1.571703 -0.013871 0.621628 3.002 0.680 3.597
N 1.543854 -1.161550 1.393337 1.466 6.335 -0.695
N 0.652696 -1.827004 0.889357 -5.477 -6.904 -5.475
C 0.074737 -1.568988 -0.344203 2.852 0.658 2.890
N -0.669277 -2.590841 -1.104970 3.239 4.466 8.956
C -1.696225 -3.122989 -0.515394 -5.478 -7.731 -4.978
O -2.296256 -3.963746 -1.447343 1.649 3.777 5.281
C -2.177929 -3.107909 1.039567 1.543 -3.729 -5.210
O -1.932991 -1.949916 1.505140 -2.069 9.129 1.912
C -2.618389 -0.783884 0.910171 1.085 2.844 -0.825
C -3.381300 -0.723424 -0.286044 0.011 -8.204 2.830
C -4.050810 0.361199 -0.661360 -3.681 -0.446 -6.892
C -3.718954 1.572873 -0.397139 3.799 2.864 7.779
C -2.889001 1.769884 0.904219 0.412 -0.561 -4.593
C -2.239453 0.644111 1.361437 -0.451 -3.447 2.110
H -1.596203 0.642602 2.297400 -0.558 0.337 -1.399
H -2.478241 2.803243 0.903878 -0.283 -1.044 1.317
O -4.176078 2.657425 -0.947132 -3.750 -8.605 -4.754
C -3.948625 3.748447 -0.490582 1.736 15.151 3.463
H -4.213312 4.237412 0.525371 -0.075 -2.407 -0.146
H -4.621336 4.567814 -1.006462 1.548 -1.434 -0.075
H -2.860686 4.124889 -0.533184 -1.045 -0.474 -0.523
H -4.712420 0.357882 -1.644483 1.069 -0.655 2.045
H -3.815903 -1.815039 -0.740522 1.517 3.113 1.132
H -1.406414 -3.664108 1.530071 0.042 -1.532 0.255
H -3.156356 -3.579937 0.994049 -0.328 0.260 0.335
H -0.611222 -2.446099 -1.995076 -0.078 0.237 -6.711
S 0.719810 0.150940 -0.728270 -2.604 -2.960 -1.607
H 2.002439 2.059182 0.787493 -0.150 0.842 0.188
H 2.775406 1.019871 2.406050 -1.041 0.369 -4.572
H 5.903810 -1.539502 -0.099132 -0.075 -1.644 0.272
H 6.970015 -0.626397 -1.067024 6.597 -1.060 -4.340
H 6.575354 -0.039177 0.464239 -0.454 0.051 -0.747
```
Positions in Å, forces in eV/Å.

## Properties
Calculated total energy (eV): -41360.7076
LUMO (Ha): -0.0065
Energy above the lowest of the compared OMol25 structures with the same formula, charge and spin (kcal/mol): 306.9

Record 2
The following is a quantum chemistry calculation of a single C6H9N3 molecule, from the Open Molecules 2025 dataset.

```
18
Properties=species:S:1:pos:R:3:forces:R:3
C 2.532295 -0.777630 0.447717 -1.114 0.063 0.297
N 1.967974 0.267625 -0.503837 1.962 -1.798 1.230
C 0.644517 0.471947 -0.227748 -1.908 0.937 0.169
N 0.176875 1.791723 -0.065238 0.444 0.132 0.498
C -1.183806 1.824001 0.210214 0.057 -0.625 -1.015
C -1.584550 0.511089 0.073886 -0.174 1.144 0.810
C -0.478840 -0.304693 -0.097887 -0.058 -0.180 -0.674
N -1.219267 -1.559533 -0.068249 -0.963 0.644 0.541
C -2.516458 -0.667113 0.030932 0.533 -0.294 -0.308
H 2.386411 -0.448704 1.493443 -0.043 0.146 -0.599
H 3.589315 -0.870980 0.308806 0.613 -0.125 -0.327
H 2.045910 -1.801746 0.410535 0.384 1.113 -0.370
H 2.068990 -0.091999 -1.438055 0.206 0.003 -0.345
H 0.827905 2.583341 0.036037 -0.670 -0.856 -0.134
H -1.728649 2.752784 0.231463 0.075 0.021 0.226
H -1.192117 -2.151212 -0.890682 0.093 0.206 -0.101
H -3.163888 -0.822357 0.885833 0.304 -0.388 0.419
H -3.172615 -0.706538 -0.837178 0.260 -0.141 -0.318
```
Positions in Å, forces in eV/Å.

## Properties
Calculated total energy (eV): -10835.3862
LUMO (Ha): 0.0381
Energy above the lowest of the compared OMol25 structures with the same formula, charge and spin (kcal/mol): 51.7

Record 3
The following is a quantum chemistry calculation of a molecular structure, C17H20I2NO5Ti, from the Open Molecules 2025 dataset.

```
46
Properties=species:S:1:pos:R:3:forces:R:3
Ti 0.050513 0.094765 0.376895 -0.405 -0.106 -0.419
C -1.721984 1.847103 2.114662 0.082 0.070 0.004
C -1.235788 2.622635 0.888159 -0.106 0.009 0.056
O 0.093857 2.119014 0.505467 0.022 -0.005 0.067
C 1.216085 2.712856 1.247038 0.076 0.021 0.061
C 2.412354 1.803342 1.050665 0.016 0.140 -0.032
O 1.896080 0.447717 1.191752 -0.211 -0.035 -0.147
C 2.464103 -0.577555 2.053993 -0.020 -0.197 0.102
C 1.276254 -1.286881 2.681583 0.121 0.002 0.063
O 0.254565 -1.481058 1.639554 0.054 0.073 0.058
C -1.062577 -1.868319 2.159444 -0.127 0.005 0.037
C -1.832193 -0.604514 2.604970 0.088 -0.040 0.069
O -1.122752 0.520809 2.014413 -0.207 0.003 -0.104
H -2.808979 1.771095 2.101470 -0.002 -0.023 -0.015
H -1.403993 2.284964 3.060042 0.016 -0.032 0.012
H -1.173712 3.691661 1.084419 0.037 0.007 -0.031
H -1.865202 2.446512 0.020361 0.016 -0.006 -0.013
H 0.936230 2.781516 2.298924 -0.035 -0.025 -0.007
H 1.403426 3.708104 0.845590 -0.017 0.003 -0.012
H 3.179629 2.006690 1.796437 -0.002 -0.059 0.021
H 2.844859 1.892605 0.054805 0.000 -0.019 -0.003
H 3.077843 -0.125738 2.832755 0.010 0.050 -0.036
H 3.079975 -1.240397 1.448046 -0.024 0.014 -0.040
H 0.836165 -0.690489 3.481490 -0.030 0.013 -0.023
H 1.564026 -2.266190 3.062666 -0.026 -0.014 -0.010
H -0.927298 -2.572723 2.977674 0.041 -0.011 -0.012
H -1.557513 -2.373123 1.334175 0.017 0.009 -0.019
H -1.857604 -0.473868 3.685761 0.060 0.039 0.000
H -2.849334 -0.630538 2.214609 -0.009 0.014 0.012
I -4.518977 -0.045071 -1.882332 0.033 -0.018 -0.047
C -2.662938 -0.524841 -2.643987 -0.057 0.030 0.211
C -2.502325 -0.928406 -3.987365 0.031 -0.029 -0.045
C -1.271617 -1.251240 -4.512687 0.012 0.000 -0.152
I -1.141314 -1.834416 -6.493539 -0.013 0.015 0.076
C -0.095094 -1.169553 -3.692254 0.006 0.002 0.048
C 1.222056 -1.458472 -4.076363 -0.005 -0.022 0.030
C 2.256377 -1.334506 -3.159657 0.029 -0.014 -0.073
C 1.990794 -0.916609 -1.870271 -0.046 0.008 0.036
N 0.743531 -0.626976 -1.451262 0.156 0.045 -0.044
C -0.277715 -0.763631 -2.363853 0.030 0.034 0.180
C -1.541494 -0.459428 -1.848769 0.001 -0.077 -0.384
O -1.486123 -0.106311 -0.543702 0.406 0.104 0.499
H -3.379810 -0.985459 -4.617265 -0.008 0.003 0.011
H 1.430632 -1.784806 -5.088249 -0.007 0.010 -0.005
H 3.273933 -1.559968 -3.445473 0.002 0.005 0.010
H 2.793047 -0.810302 -1.150792 -0.007 0.007 0.009
```
Positions in Å, forces in eV/Å.

## Properties
Total charge: +3
Calculated total energy (eV): -68971.5733
LUMO (spin up / spin down) (Ha): -0.4198 / -0.4244
Energy above the lowest of the compared OMol25 structures with the same formula, charge and spin (kcal/mol): 6.2

Record 4
The following is a quantum chemistry calculation of a molecular structure, C33H26AuN3O4P, from the Open Molecules 2025 dataset.

```
68
Properties=species:S:1:pos:R:3:forces:R:3
Au -0.462722 -0.301362 0.047443 -0.267 1.392 0.073
O 3.122593 2.250506 1.006233 -0.057 0.056 -0.013
C 2.412026 3.317969 1.442051 0.080 -0.070 -0.055
C 3.152933 4.423335 1.848095 0.049 0.091 0.057
C 2.518938 5.553924 2.314678 0.060 0.030 0.024
C 1.128330 5.609955 2.388669 -0.025 0.026 0.015
C 0.390201 4.526848 1.975718 -0.061 -0.073 -0.018
C 1.011186 3.365302 1.490571 -0.028 -0.220 -0.049
C 0.164264 2.246887 1.033358 0.518 -0.013 0.325
O 0.775891 1.092003 0.739722 0.670 0.041 0.095
N -1.108265 2.401006 0.955634 -0.397 -0.168 -0.289
N -1.709396 1.239021 0.505684 0.206 -0.170 0.182
C -2.982439 1.130768 0.554114 -0.399 0.191 0.020
C -3.752492 -0.002138 0.119748 -0.004 0.373 0.265
C -5.141172 0.038427 0.344109 -0.035 0.092 0.074
C -5.953319 -1.009477 -0.006551 0.005 -0.049 -0.018
C -5.376840 -2.134870 -0.601029 0.038 -0.003 -0.007
C -4.019734 -2.189035 -0.838186 -0.028 -0.154 -0.152
C -3.190652 -1.120882 -0.492992 0.520 -0.390 -0.221
O -1.894758 -1.253929 -0.844784 -0.580 -0.784 -0.253
H 2.494334 1.563592 0.734499 -0.088 -0.014 0.040
H 4.231341 4.363713 1.786156 -0.016 0.001 0.003
H 3.109531 6.405377 2.628934 -0.001 -0.027 -0.008
H 0.635497 6.494635 2.767159 -0.004 -0.013 -0.019
H -0.690014 4.546818 2.020020 0.025 0.016 -0.013
H -3.507266 1.977283 0.988649 -0.031 0.061 -0.107
H -5.563543 0.923440 0.805999 0.020 -0.024 0.002
H -7.017878 -0.967059 0.176118 0.022 0.004 -0.004
H -6.000266 -2.975453 -0.878918 0.026 0.012 -0.005
H -3.556094 -3.044652 -1.313505 -0.062 0.003 0.041
O 2.787254 0.549587 -2.096084 0.023 -0.037 0.025
N 2.645339 -0.523543 -1.241407 -0.029 0.122 0.052
C 3.458638 -0.492599 -0.270501 0.107 -0.260 0.044
C 3.409295 -1.598342 0.703731 -0.014 0.322 -0.211
C 4.507762 -1.785002 1.527343 0.152 -0.077 0.079
C 4.575060 -2.874046 2.386193 0.029 0.059 -0.034
C 3.535696 -3.785496 2.420555 -0.075 -0.015 -0.028
C 2.410931 -3.589053 1.627471 0.001 0.005 0.061
C 2.325213 -2.490536 0.775844 -0.011 0.329 -0.094
P 0.810105 -2.230406 -0.190580 -0.347 -0.854 0.155
C 0.991699 -2.848457 -1.867371 0.002 0.125 -0.157
C 0.351027 -2.211339 -2.927468 -0.075 -0.090 0.023
C 0.480145 -2.716507 -4.212301 0.025 -0.021 0.040
C 1.243395 -3.855686 -4.435703 0.010 -0.009 0.005
C 1.874595 -4.494034 -3.376668 -0.012 -0.008 -0.043
C 1.753142 -3.992025 -2.089603 0.010 0.065 0.043
C -0.389027 -3.361569 0.594989 0.034 0.107 0.158
C -0.776761 -3.074524 1.909314 0.011 -0.005 -0.037
C -1.708570 -3.866964 2.556574 0.006 -0.008 -0.054
C -2.271106 -4.952469 1.892079 0.027 0.018 0.017
C -1.904522 -5.230674 0.585802 -0.019 -0.001 -0.016
C -0.968439 -4.435539 -0.066938 0.035 -0.030 -0.041
H 2.313532 0.282356 -2.893964 -0.061 0.012 0.038
H 4.216075 0.285813 -0.187583 -0.027 -0.041 0.039
H 5.330881 -1.082729 1.475394 -0.027 0.001 0.015
H 5.442480 -3.012954 3.018468 -0.019 0.017 -0.022
H 3.583131 -4.644598 3.076278 -0.010 0.005 -0.017
H 1.593301 -4.291896 1.693331 -0.001 -0.014 -0.006
H -0.282016 -1.351352 -2.745752 0.059 0.036 -0.023
H -0.019124 -2.225915 -5.037519 -0.003 -0.008 0.011
H 1.341853 -4.250203 -5.438630 0.006 0.006 0.015
H 2.462066 -5.385436 -3.552303 0.006 0.015 0.003
H 2.249835 -4.488907 -1.263899 0.016 0.010 -0.022
H -0.334088 -2.232270 2.434023 -0.005 -0.030 0.016
H -1.995434 -3.644513 3.575771 0.007 0.011 -0.007
H -2.992670 -5.580686 2.397512 -0.011 0.018 -0.008
H -2.349297 -6.070043 0.066507 0.025 0.012 0.002
H -0.694711 -4.659197 -1.089498 -0.005 -0.005 -0.002
```
Positions in Å, forces in eV/Å.

## Properties
Total charge: +1
Calculated total energy (eV): -60276.8100
LUMO (Ha): -0.1483
Energy above the lowest of the compared OMol25 structures with the same formula, charge and spin (kcal/mol): 0.0

Record 5
The following is a quantum chemistry calculation of a molecular structure, C31H38AlBr2N3OSi3, from the Open Molecules 2025 dataset.

```
79
Properties=species:S:1:pos:R:3:forces:R:3
Al 0.536100 -0.027117 -0.538887 -0.217 -0.130 -0.136
C -2.328792 -1.580388 -1.830623 0.010 -0.087 0.194
C -1.477224 -2.428562 -0.930343 0.115 0.177 -0.054
C -1.807993 -3.782711 -0.712557 -0.143 -0.071 -0.023
C -1.004292 -4.576512 0.047248 0.034 -0.034 0.027
C 0.199400 -4.056926 0.579681 -0.067 0.137 -0.058
C 1.171610 -4.793376 1.294384 0.007 -0.100 0.030
Br 0.862905 -6.612485 1.727664 -0.009 0.031 -0.012
C 2.357409 -4.220106 1.647349 0.009 0.006 -0.020
C 2.628726 -2.877221 1.330367 0.069 0.056 0.017
Br 4.330334 -2.174713 1.738969 -0.041 -0.011 0.006
C 1.698845 -2.073403 0.702852 -0.130 0.278 -0.181
O 1.876457 -0.804852 0.399578 0.070 -0.497 0.225
C 0.467176 -2.701635 0.320160 -0.070 0.086 -0.092
N -0.397976 -1.904162 -0.390788 0.042 -0.158 0.226
H -3.377092 -1.620898 -1.529977 0.016 0.012 0.031
H -2.262150 -1.952892 -2.855441 0.025 0.020 0.042
H -1.995044 -0.544039 -1.819787 -0.033 0.042 0.001
H -2.714340 -4.177500 -1.157721 0.073 0.035 0.031
H -1.258648 -5.613977 0.223338 0.011 0.038 -0.002
H 3.110233 -4.803568 2.160240 -0.014 0.044 -0.009
C -0.022529 -0.908915 3.601003 0.139 -0.062 0.090
Si -1.200382 0.046299 2.495526 -0.082 -0.117 0.036
C -2.167373 1.213170 3.615043 -0.107 0.173 0.105
C -2.501415 -1.202817 1.948469 -0.094 -0.157 -0.173
C -0.367936 0.985903 1.102677 0.179 -0.061 -0.245
Si 1.065986 1.977048 1.860961 0.137 0.100 0.103
C 2.537661 1.000701 2.483976 0.148 -0.158 0.030
C 0.592386 2.982205 3.388342 -0.053 0.115 0.077
C 1.814370 3.181115 0.614268 -0.016 0.099 -0.161
Si -1.585771 2.176785 0.395961 0.030 0.004 -0.060
C -1.743986 3.889592 1.146712 0.035 0.168 0.165
C -3.362050 1.617243 0.160190 -0.159 -0.122 0.090
C -0.850170 2.512493 -1.325291 0.166 0.020 -0.142
C -1.249674 3.559434 -2.153301 0.031 0.002 -0.019
C -0.514003 3.867286 -3.284514 0.009 -0.015 0.028
C 0.626834 3.125793 -3.564842 -0.052 0.077 -0.041
C 0.950881 2.072125 -2.738578 -0.152 -0.009 0.214
N 0.220912 1.756698 -1.652645 -0.067 0.289 -0.153
H -0.597815 -1.633109 4.190188 0.039 0.091 -0.038
H 0.511632 -0.254964 4.300740 -0.075 -0.126 -0.099
H 0.724700 -1.465766 3.023653 -0.135 0.039 0.140
H -2.638885 0.636554 4.420398 0.039 0.037 -0.108
H -2.969847 1.725171 3.066950 0.108 -0.081 0.170
H -1.536831 1.976436 4.075661 -0.202 -0.158 -0.017
H -3.285819 -1.253355 2.714379 0.119 -0.009 -0.091
H -2.072489 -2.206082 1.853765 -0.060 0.065 -0.036
H -2.984223 -0.940252 1.001912 0.045 -0.081 0.115
H 2.256070 0.055401 2.955628 0.156 0.203 -0.090
H 3.057580 1.611096 3.233083 -0.051 -0.026 -0.078
H 3.236737 0.767786 1.677680 -0.061 0.016 0.142
H 0.604686 2.335221 4.273705 0.003 0.108 -0.091
H -0.375735 3.481014 3.344595 0.168 0.020 0.031
H 1.362664 3.749825 3.537004 -0.058 -0.113 -0.017
H 2.347582 2.638481 -0.176907 -0.055 0.108 0.092
H 2.553048 3.805706 1.130790 -0.082 -0.082 -0.038
H 1.085582 3.846245 0.135605 0.172 -0.073 0.030
H -2.193753 3.831020 2.145129 0.048 0.048 -0.161
H -2.394751 4.521007 0.529925 0.061 -0.106 0.046
H -0.775913 4.391016 1.240234 -0.170 -0.012 0.019
H -3.807121 1.305075 1.113173 0.034 0.066 -0.226
H -3.468257 0.790822 -0.543992 -0.005 -0.006 0.020
H -3.952263 2.459066 -0.218780 0.062 -0.069 0.011
H -2.122622 4.144968 -1.883520 0.076 -0.050 -0.048
H -0.809286 4.685253 -3.929960 0.005 -0.011 0.006
H 1.249855 3.348107 -4.420946 -0.018 -0.005 0.041
H 1.808989 1.446544 -2.942029 -0.033 0.030 0.039
N 2.959970 -3.251891 -6.872389 -0.084 0.109 0.201
C 2.590334 -2.730152 -5.914612 -0.005 0.015 -0.005
C 2.125359 -2.073022 -4.715558 0.112 -0.067 -0.005
C 0.883990 -1.439608 -4.694342 -0.071 0.003 -0.059
C 0.455619 -0.810890 -3.536420 -0.052 0.007 -0.031
C 1.208423 -0.786946 -2.351388 0.075 -0.030 0.102
C 2.451945 -1.433765 -2.415272 0.011 -0.070 -0.046
C 2.914120 -2.061228 -3.567053 -0.020 -0.011 -0.024
H 0.269914 -1.438838 -5.587679 0.017 -0.002 0.031
H -0.506745 -0.301058 -3.574664 0.094 -0.032 -0.036
H 3.090694 -1.450655 -1.536695 -0.029 0.009 -0.089
H 3.883477 -2.545349 -3.581656 -0.026 0.020 0.007
```
Positions in Å, forces in eV/Å.

## Properties
Calculated total energy (eV): -209603.4497
LUMO (Ha): -0.0154
Energy above the lowest of the compared OMol25 structures with the same formula, charge and spin (kcal/mol): 0.0